Run w
Here is a cluster of 2 separate species, C5H10N2O2 in total from OMol25. Energies are from wB97M-V/def2-TZVPD.

Computed properties:
Structure (SMILES): CNCC=O.COC#N
HOMO-LUMO gap: 9.830 eV

XYZ file:
```
19
Properties=species:S:1:pos:R:3:lowdin_charge:R:1
C -0.2938 2.5067 0.0300 -0.09
N -0.4383 1.0645 -0.1303 -0.15
C 0.1462 0.5165 -1.3602 -0.16
C -0.5154 -0.8333 -1.5784 -0.25
O -1.7120 -0.9657 -1.4099 0.04
H 0.7650 2.7526 0.0296 0.09
H -0.7180 2.7882 0.9890 0.08
H -0.8030 3.0564 -0.7687 0.08
H -1.4352 0.7911 -0.1835 0.13
H 1.2287 0.4187 -1.2365 0.13
H -0.0839 1.1486 -2.2372 0.13
H 0.0871 -1.5418 -2.1730 0.13
C 0.6726 -2.4673 1.2117 -0.07
O -0.0251 -1.3053 0.7964 -0.18
C 0.1645 -0.0798 1.5443 -0.33
N 0.4586 0.4789 2.5096 0.13
H 1.7547 -2.3121 1.2423 0.09
H 0.4270 -3.2662 0.5122 0.09
H 0.3203 -2.7506 2.2127 0.10
```



Run x
Here is a cluster of 2 separate species, C5H10N2O2 in total from OMol25. Energies are from wB97M-V/def2-TZVPD.

Computed properties:
Structure (SMILES): CC(C)=NN=O.CC=O
HOMO-LUMO gap: 9.195 eV

XYZ file:
```
19
Properties=species:S:1:pos:R:3:lowdin_charge:R:1
C 2.1755 1.0512 0.9833 -0.01
C 1.6650 -0.2967 0.2954 -0.29
C 2.5391 -0.9428 -0.7685 -0.03
N 0.5334 -0.7796 0.6383 0.11
N -0.4840 -1.4094 0.2779 -0.14
O -0.9796 -2.4191 0.7773 -0.04
H 1.8593 1.8467 0.3003 0.08
H 3.2788 1.1352 1.1996 0.10
H 1.5408 1.1747 1.7778 0.03
H 3.6090 -0.9597 -0.4707 0.09
H 2.5464 -0.1355 -1.5526 0.10
H 1.9783 -1.8340 -1.0621 0.08
C -3.7163 -0.5269 -0.6607 -0.06
C -2.5180 0.2795 -0.3719 -0.43
O -2.3022 1.0403 0.5072 0.05
H -3.8643 -0.2887 -1.7307 0.08
H -4.6600 -0.1187 -0.1427 0.11
H -3.5262 -1.6370 -0.7511 0.10
H -1.8207 0.1498 -1.1156 0.07
```



Run y
Here is the molecule C5H10N2O2 from OMol25. Energies are from wB97M-V/def2-TZVPD.

Computed properties:
Structure (SMILES): [H]/N=C\O[C@H](CC)C(N)=O
HOMO-LUMO gap: 10.471 eV

XYZ file:
```
19
Properties=species:S:1:pos:R:3:lowdin_charge:R:1
H 1.8131 -1.8472 -0.6027 0.03
N 2.4831 -1.1233 -0.8450 0.15
C 2.0449 0.0534 -0.8546 -0.29
O 0.7637 0.5672 -0.9561 -0.04
C -0.1508 -0.0566 -0.1064 -0.27
C -1.3316 0.8560 0.1748 -0.19
C -2.0674 1.2843 -1.0903 -0.09
C 0.6720 -0.3655 1.3045 -0.49
N 0.7705 -1.6769 1.6384 0.16
O 0.9128 0.5350 2.0764 0.08
H 2.7040 0.8682 -1.1682 0.13
H -0.4213 -1.0397 -0.5080 0.14
H -2.0094 0.3368 0.8570 0.12
H -0.9390 1.7330 0.6942 0.12
H -1.3939 1.8218 -1.7526 0.07
H -2.8910 1.9441 -0.8324 0.07
H -2.4604 0.4209 -1.6231 0.07
H 0.5022 -2.4084 0.9988 0.10
H 0.9985 -1.9033 2.5952 0.12
```



Run z
Here is the molecule C5H10N2O2 from OMol25. Energies are from wB97M-V/def2-TZVPD.

Computed properties:
Structure (SMILES): C[C@@]1(CO)CN(O)C=N1
HOMO-LUMO gap: 9.664 eV

XYZ file:
```
19
Properties=species:S:1:pos:R:3:lowdin_charge:R:1
C 1.9942 -0.4677 0.4760 -0.02
C 0.5498 0.1367 0.1188 -0.41
C 0.2917 1.5603 0.7263 -0.27
O -1.0275 1.8640 0.9035 -0.03
C -0.1373 0.0457 -1.2345 -0.10
N -1.3652 -0.5801 -0.9097 -0.19
O -1.6531 -1.6163 -1.7707 -0.03
C -1.3256 -0.9663 0.3602 -0.24
N -0.3702 -0.6216 1.0226 0.10
H 2.8594 0.1161 0.0886 0.08
H 2.2193 -1.3878 0.0166 0.04
H 2.0586 -0.5698 1.6435 0.11
H 0.9385 1.3838 1.6846 0.15
H 0.8097 2.1074 0.1127 0.06
H -1.2538 1.2961 1.7117 0.14
H 0.4911 -0.5803 -1.9904 0.16
H -0.3305 1.0350 -1.7756 0.15
H -2.6313 -1.3185 -2.0430 0.18
H -2.1177 -1.4369 0.8587 0.13
```



Most stable one: run y, least stable one: run x.



Run w
Here is the molecule C2H2F3P from OMol25. Energies are from wB97M-V/def2-TZVPD.

Computed properties:
Structure (SMILES): C=P(F)=C(F)F
HOMO-LUMO gap (alpha / beta): 8.392 / 8.394 eV

XYZ file:
```
8
Properties=species:S:1:pos:R:3:lowdin_charge:R:1
C 1.4565 0.1436 -0.3223 -0.25
P 0.0257 0.5436 0.3605 1.00
F -0.0282 2.2717 0.7323 -0.39
C -1.2400 -0.9239 -0.0562 -0.38
F -2.3999 -0.3550 -0.3424 0.00
F -1.5881 -1.6682 1.0278 -0.02
H 1.5259 -0.8593 -0.8181 0.04
H 2.2483 0.8475 -0.5817 0.02
```



Run x
Here is the molecule C2H2F3P from OMol25. Energies are from wB97M-V/def2-TZVPD.

Computed properties:
Structure (SMILES): C=PC(F)(F)F
HOMO-LUMO gap: 9.831 eV

XYZ file:
```
8
Properties=species:S:1:pos:R:3:lowdin_charge:R:1
C 0.1077 0.3295 -0.0272 -0.33
P -0.5637 1.7364 -0.5851 0.99
C -1.1101 1.1848 -2.2331 -0.70
F -2.6571 0.9225 -1.7176 -0.19
F -0.6296 0.0347 -2.7159 0.09
F -1.1641 2.0854 -3.1803 0.12
H 0.7731 0.5442 0.8383 0.00
H 0.4382 -0.6568 -0.3975 0.03
```



Most stable one: run x, least stable one: run w.



Run w
Here is a cluster of 2 separate species, C2H8N3O2 in total from OMol25. Energies are from wB97M-V/def2-TZVPD.

Computed properties:
Net charge: +1
HOMO-LUMO gap (alpha / beta): 8.479 / 8.482 eV

XYZ file:
```
15
Properties=species:S:1:pos:R:3:lowdin_charge:R:1
C -1.0401 1.1032 0.6652 0.01
C -1.9861 -0.4254 -0.9483 -0.07
N -0.8723 0.2073 -0.1922 -0.10
N 2.0124 -0.2276 -0.5488 0.01
N 1.1046 -0.8043 0.1382 0.07
O 2.8914 0.7370 -0.1160 0.12
O 1.2476 -0.5923 1.4726 0.07
H -0.0891 1.5289 1.0087 0.09
H -2.0078 1.2724 0.9820 0.08
H 0.7497 -1.3354 1.8385 0.15
H -2.7090 -0.6526 -0.2558 0.04
H -2.5101 0.2511 -1.7294 0.13
H -1.6789 -1.2817 -1.5520 0.08
H 1.8442 -0.2490 -1.5557 0.21
H 3.0435 0.4683 0.7929 0.12
```



Run x
Here is the ion C2H8N3O2 with charge +1 from OMol25. Energies are from wB97M-V/def2-TZVPD.

Computed properties:
Structure (SMILES): CN(C)/[N+](O)=N/O
Net charge: +1
HOMO-LUMO gap: 9.723 eV

XYZ file:
```
15
Properties=species:S:1:pos:R:3:lowdin_charge:R:1
C 0.1756 -1.2226 1.1246 0.02
N 0.0361 -0.6374 -0.2192 -0.13
C 0.9128 -1.0207 -1.2973 0.01
N -0.4079 0.6165 -0.1814 -0.17
O -0.3014 1.3020 -1.3285 0.20
N -0.9906 1.0611 0.8335 0.12
O -1.4138 2.3680 0.6563 0.05
H -0.7812 -1.3198 1.6777 0.11
H 0.7131 -2.1141 1.2752 0.09
H 0.8141 -0.3893 1.4741 0.11
H 0.9213 -2.0704 -1.3645 0.09
H 0.8315 -0.4324 -2.2124 0.11
H 1.9493 -0.9485 -0.8678 0.12
H -0.6938 2.1098 -1.0662 0.10
H -1.7650 2.6978 1.4959 0.15
```



Most stable one: run x, least stable one: run w.



Run w
Here is the ion C4H8IN2 with charge +1 from OMol25. Energies are from wB97M-V/def2-TZVPD.

Computed properties:
Structure (SMILES): C[C@H]1NC=[NH+][C@@H]1I
Net charge: +1
HOMO-LUMO gap: 7.521 eV

XYZ file:
```
15
Properties=species:S:1:pos:R:3:lowdin_charge:R:1
C 1.7222 -0.6402 -0.6697 -0.03
C 0.2937 -0.0706 -0.6409 -0.27
N -0.8392 -1.0222 -0.2807 0.14
C -1.5387 -0.6296 0.7773 -0.02
N -0.9839 0.4368 1.3067 0.05
C 0.0510 1.0098 0.5534 -0.24
I -1.1484 3.1048 -0.5319 0.42
H 1.6825 -1.4639 -1.3679 0.08
H 2.1780 -0.9085 0.2923 0.09
H 2.3319 0.1945 -1.1527 0.12
H 0.1819 0.4139 -1.6167 0.12
H -1.0633 -1.6947 -0.9988 0.17
H -2.3424 -1.2048 1.2315 0.18
H -1.2933 0.9177 2.0776 0.13
H 0.7680 1.5570 1.0205 0.06
```



Run x
Here is a cluster of 2 separate species, C4H8IN2 in total from OMol25. Energies are from wB97M-V/def2-TZVPD.

Computed properties:
Net charge: +1
HOMO-LUMO gap: 8.223 eV

XYZ file:
```
15
Properties=species:S:1:pos:R:3:lowdin_charge:R:1
C -0.6829 0.3503 -1.3575 0.00
C 0.4628 -1.4085 0.5133 -0.36
C 0.0453 -0.2481 -0.2098 -0.62
C -0.5212 2.2007 0.6045 0.04
N -0.6286 0.8712 -0.0130 -0.11
N 0.4449 -2.6713 0.0938 0.14
I 2.3898 0.1572 -0.1059 0.90
H 0.0293 0.8704 -2.0157 0.12
H -1.5646 -0.1293 -1.6305 0.10
H 0.4665 -1.1345 2.0820 0.29
H -0.4527 1.9557 1.5950 0.07
H 0.4200 2.6238 0.1110 0.12
H -1.3607 2.6952 0.4980 0.05
H -0.1471 -2.8414 -0.6981 0.14
H 1.0991 -3.2912 0.5330 0.13
```



Run y
Here is a cluster of 2 separate species, C4H8IN2 in total from OMol25. Energies are from wB97M-V/def2-TZVPD.

Computed properties:
Net charge: +1
HOMO-LUMO gap: 9.237 eV

XYZ file:
```
15
Properties=species:S:1:pos:R:3:lowdin_charge:R:1
C 0.9987 -1.8298 0.6545 -0.20
C -0.6566 -1.0025 -0.5536 -0.12
C 1.3494 -0.3989 0.5511 -0.74
C -0.3275 1.4115 0.1159 -0.02
N -0.0718 -2.1256 0.0630 0.10
N 0.3157 0.1699 -0.3449 -0.17
I 3.3375 0.1991 0.1089 0.95
H 1.5806 -2.5560 1.1945 0.13
H -0.8223 -1.1912 -1.6176 0.15
H -1.6191 -0.7831 -0.0788 0.15
H 1.0508 0.2130 2.1567 0.28
H -0.8408 1.2311 1.0595 0.11
H 0.4216 2.1890 0.2600 0.11
H -1.0488 1.7480 -0.6276 0.12
H 0.7687 0.3891 -1.2410 0.16
```



Run z
Here is the ion C4H8IN2 with charge +1 from OMol25. Energies are from wB97M-V/def2-TZVPD.

Computed properties:
Structure (SMILES): CN1C[C@]12[NH2+][C@H]2I
Net charge: +1
HOMO-LUMO gap: 9.779 eV

XYZ file:
```
15
Properties=species:S:1:pos:R:3:lowdin_charge:R:1
C -1.6061 -0.3370 -0.4381 -0.07
N -0.5321 -0.1431 0.5011 -0.02
C 0.4605 -1.2453 0.7101 0.02
C 0.7496 -0.0195 -0.0075 -0.41
N 1.8245 0.9630 0.4830 0.12
C 1.6136 0.7766 -0.9015 -0.61
I 3.0888 -0.3075 -2.0387 0.91
H -2.1963 0.5929 -0.5977 0.10
H -1.4259 -0.5341 -1.5166 0.11
H -2.3818 -0.8786 0.0604 0.09
H 0.3344 -2.2494 0.2543 0.15
H 0.8020 -1.4270 1.6566 0.09
H 2.5937 0.5612 1.0576 0.19
H 1.6820 1.8508 1.0162 0.21
H 1.2677 1.6125 -1.5816 0.13
```



Most stable one: run w, least stable one: run x.



Run w
Here is the molecule C23H22N2O3 from OMol25. Energies are from wB97M-V/def2-TZVPD.

Computed properties:
Structure (SMILES): O=C(COc1ccccc1C(=O)Nc1ccccc1)NCCc1ccccc1
HOMO-LUMO gap: 9.198 eV

XYZ file:
```
50
Properties=species:S:1:pos:R:3:lowdin_charge:R:1
O 4.6652 -1.5091 1.3631 0.07
C 3.4839 -1.2466 1.4318 -0.50
C 2.9341 -0.1596 2.3651 -0.08
O 1.7319 0.4131 1.9050 -0.03
C 1.7795 1.2634 0.8451 -0.21
C 2.9121 1.5028 0.0737 -0.01
C 2.8471 2.3693 -1.0043 -0.08
C 1.6595 2.9966 -1.3366 -0.09
C 0.5261 2.7509 -0.5811 -0.04
C 0.5715 1.8911 0.5067 -0.07
C -0.6382 1.6885 1.3691 -0.41
O -0.6312 1.8654 2.5656 0.10
N -1.7299 1.3188 0.6347 0.15
C -3.0446 1.1068 1.0604 -0.21
C -4.0048 0.8317 0.0882 -0.04
C -5.3213 0.6164 0.4457 -0.09
C -5.6989 0.6745 1.7770 -0.10
C -4.7475 0.9508 2.7439 -0.08
C -3.4259 1.1661 2.3975 -0.01
N 2.5185 -1.8800 0.7431 0.09
C 2.7851 -2.8939 -0.2463 -0.16
C 2.5349 -2.3751 -1.6697 -0.12
C 1.1140 -1.9217 -1.8616 -0.24
C 0.8204 -0.5885 -2.1137 -0.03
C -0.4882 -0.1770 -2.3026 -0.10
C -1.5229 -1.0929 -2.2263 -0.10
C -1.2418 -2.4233 -1.9631 -0.07
C 0.0664 -2.8340 -1.7882 -0.04
H 3.7089 0.5947 2.5406 0.14
H 2.6826 -0.6245 3.3235 0.15
H 3.8472 1.0162 0.3026 0.11
H 3.7367 2.5503 -1.5890 0.11
H 1.6163 3.6733 -2.1760 0.10
H -0.4010 3.2536 -0.8187 0.12
H -1.5775 1.1730 -0.3550 0.11
H -3.7131 0.7942 -0.9522 0.10
H -6.0552 0.4053 -0.3182 0.10
H -6.7282 0.5075 2.0564 0.10
H -5.0346 0.9997 3.7837 0.10
H -2.6887 1.3826 3.1517 0.10
H 1.5667 -1.5568 0.8409 0.15
H 2.1525 -3.7630 -0.0435 0.12
H 3.8337 -3.1774 -0.1313 0.12
H 3.2159 -1.5460 -1.8679 0.12
H 2.7626 -3.1814 -2.3704 0.12
H 1.6202 0.1349 -2.1758 0.10
H -0.6887 0.8611 -2.5298 0.10
H -2.5451 -0.7816 -2.3833 0.09
H -2.0452 -3.1425 -1.9048 0.10
H 0.2791 -3.8776 -1.6052 0.11
```



Run x
Here is the molecule C23H22N2O3 from OMol25. Energies are from wB97M-V/def2-TZVPD.

Computed properties:
Structure (SMILES): COC(=O)[C@H](CNCc1cc(O)cc(C#N)c1)Cc1cccc2ccccc12
HOMO-LUMO gap: 8.757 eV

XYZ file:
```
50
Properties=species:S:1:pos:R:3:lowdin_charge:R:1
C -2.9957 0.2597 3.8416 -0.04
O -2.3879 0.0956 2.5545 -0.05
C -1.0744 -0.1977 2.5788 -0.49
O -0.4534 -0.3222 3.6019 0.12
C -0.5192 -0.3634 1.1809 -0.19
C 0.9380 -0.7978 1.2654 -0.19
N 1.4911 -1.0264 -0.0606 -0.03
C 2.9206 -1.3158 -0.0098 -0.17
C 3.5178 -1.1866 -1.3868 -0.19
C 4.5705 -0.3176 -1.6154 0.04
C 5.0912 -0.1559 -2.8960 -0.31
O 6.1191 0.7274 -3.0417 0.06
C 4.5582 -0.8600 -3.9604 0.02
C 3.4946 -1.7326 -3.7238 -0.22
C 2.9329 -2.4619 -4.8314 -0.18
N 2.4888 -3.0383 -5.7207 0.16
C 2.9717 -1.9025 -2.4506 0.01
C -0.7462 0.9128 0.3213 -0.08
C 0.2589 2.0096 0.5934 -0.16
C 0.2550 2.6231 1.8189 -0.02
C 1.2344 3.5673 2.1857 -0.06
C 2.2306 3.8878 1.3131 -0.04
C 2.2629 3.3097 0.0213 -0.16
C 3.2898 3.6478 -0.8974 -0.03
C 3.3161 3.1209 -2.1542 -0.08
C 2.2921 2.2394 -2.5610 -0.08
C 1.2958 1.8888 -1.6964 -0.04
C 1.2566 2.3865 -0.3629 -0.11
H -4.0387 0.4872 3.6462 0.09
H -2.9027 -0.6547 4.4245 0.10
H -2.5196 1.0741 4.3856 0.09
H -1.1053 -1.1589 0.7122 0.16
H 1.5044 -0.0418 1.8276 0.13
H 1.0056 -1.7241 1.8403 0.13
H 1.3824 -0.1833 -0.6116 0.07
H 3.4560 -0.6408 0.6741 0.12
H 3.0566 -2.3316 0.3742 0.13
H 4.9915 0.2668 -0.8067 0.13
H 6.4108 0.7376 -3.9594 0.11
H 4.9497 -0.7406 -4.9632 0.13
H 2.1377 -2.5704 -2.2857 0.13
H -0.7287 0.6109 -0.7225 0.10
H -1.7557 1.2760 0.5135 0.12
H -0.5098 2.3633 2.5416 0.12
H 1.1974 4.0192 3.1682 0.11
H 3.0047 4.5944 1.5873 0.11
H 4.0575 4.3416 -0.5754 0.11
H 4.1120 3.3781 -2.8406 0.10
H 2.2963 1.8355 -3.5656 0.11
H 0.5189 1.2246 -2.0506 0.11
```



Most stable one: run w, least stable one: run x.



Run w
Here is the ion C3H9N3 with charge +2 from OMol25. Energies are from wB97M-V/def2-TZVPD.

Computed properties:
Net charge: +2
HOMO-LUMO gap (alpha / beta): 9.593 / 8.963 eV

XYZ file:
```
15
Properties=species:S:1:pos:R:3:lowdin_charge:R:1
C -1.2725 -0.0503 0.0031 -0.06
C 0.9047 -1.3823 -0.1609 0.20
C 0.8458 1.0948 -0.1833 -0.05
N -0.5835 1.0412 0.0559 0.08
N -2.4860 -0.4212 0.0507 0.24
N 1.5295 -0.1717 0.2961 0.04
H 0.7409 -2.1902 0.5343 0.12
H 0.9385 -1.5866 -1.2191 0.12
H 1.0511 1.2000 -1.2575 0.17
H 1.2713 1.9568 0.3439 0.17
H -1.0148 1.9672 0.1563 0.20
H -2.7488 -1.4036 0.0834 0.17
H -3.2699 0.2408 0.0280 0.18
H 1.5886 -0.1754 1.3283 0.21
H 2.5052 -0.1197 -0.0592 0.22
```



Run x
Here is the ion C3H9N3 with charge +2 from OMol25. Energies are from wB97M-V/def2-TZVPD.

Computed properties:
Structure (SMILES): C[NH2+][C@@H]1NC1=[NH2+]
Net charge: +2
HOMO-LUMO gap: 12.583 eV

XYZ file:
```
15
Properties=species:S:1:pos:R:3:lowdin_charge:R:1
C 2.0231 -0.5594 -0.0877 0.04
N 0.9773 0.4043 0.4009 0.07
C -0.1176 0.6589 -0.5628 -0.02
N -1.3495 1.2773 0.0211 0.25
C -1.5342 0.0384 -0.2185 -0.23
N -2.1640 -0.9794 0.1424 0.28
H 1.7630 -1.5590 0.0493 0.09
H 2.1387 -0.4881 -1.2278 0.15
H 3.0301 -0.3851 0.2052 0.11
H 1.4555 1.2225 0.8345 0.22
H 0.3848 0.1216 1.2074 0.20
H 0.1103 0.9449 -1.6765 0.22
H -1.7061 2.1243 0.4096 0.19
H -2.0183 -1.9927 -0.2645 0.24
H -2.9930 -0.8286 0.7674 0.20
```



Most stable one: run x, least stable one: run w.